# 1
Formula: CH4OS2
Source: OMol25
Level of theory: wB97M-V/def2-TZVPD

```
8
Properties=species:S:1:pos:R:3:forces:R:3
H -1.585 -0.648 0.920 -0.51 -0.47 -1.29
H -2.242 -2.275 -0.047 0.21 0.83 -0.18
S -1.955 -0.976 -0.389 0.01 -0.51 1.44
S 2.024 -0.596 0.022 0.23 -0.24 0.11
H 0.117 0.470 0.828 -1.08 0.36 0.86
H 1.731 1.730 -1.060 0.23 -0.18 -0.05
O 0.970 1.711 -0.467 -0.71 1.18 -0.08
C 0.940 0.585 0.192 1.61 -0.97 -0.81
```
Forces are in eV/Å.

Values from the calculation:
Orbital gap, eV: 9.5
Charge: 0
SMILES string: OC=S.S

=====

# 2
Formula: CH4OS2
Source: OMol25
Level of theory: wB97M-V/def2-TZVPD

```
8
Properties=species:S:1:pos:R:3:forces:R:3
H -2.300 -0.952 1.172 0.05 -0.02 0.02
S -2.484 -0.651 -0.129 0.69 1.09 -0.14
H 0.425 -0.140 0.665 -0.29 -0.04 0.07
S -1.524 1.124 -0.228 -4.83 0.64 0.16
H 0.925 -1.111 -1.382 0.03 0.04 0.22
O 1.309 -0.244 -1.202 -0.47 0.56 0.15
H 0.961 1.411 -0.086 -0.23 0.34 -0.20
C 0.513 0.440 -0.252 5.04 -2.61 -0.27
```
Forces are in eV/Å.

Values from the calculation:
Orbital gap (spin up / spin down), eV: 5.9 / 6.3
Charge: 0
Multiplicity: 3